#a
Here is a molecular structure, C8H16Cl8 from OMol25. Energies are from ωB97M-V/def2-TZVPD.

Geometry as XYZ:
```
32
Properties=species:S:1:pos:R:3
C -0.1768 -1.4004 -0.1130
H -1.7468 -2.4096 -2.6434
C 1.7941 1.6638 1.3186
C -1.0092 0.2480 2.6878
H 1.0484 0.8694 1.3512
C 2.5335 1.9008 -0.0125
C -1.5094 -1.5664 -1.9947
H -1.6887 -0.3404 0.7132
Cl -0.2155 -1.7825 1.5912
H 2.5387 1.4820 2.0936
H -2.4774 -0.1375 -3.3972
H -0.5214 -1.8163 -1.6080
C -1.5391 -0.3072 -2.8690
Cl -2.6700 -1.3558 -0.6181
Cl -0.4155 1.7260 0.4403
H -2.4600 1.0256 1.4266
Cl -0.2714 -0.5453 -4.0722
Cl 3.7128 0.5633 -0.1586
H -0.7950 -0.5083 -0.2129
Cl 0.9084 3.1070 1.6872
Cl -2.3609 -0.4917 3.6802
H -1.3690 0.6904 -2.4640
H 1.8407 1.8197 -0.8500
H -0.6738 1.1782 3.1466
Cl 2.4334 -2.5057 -0.3887
H -0.6548 -2.1713 -0.7174
H 1.7806 -0.2603 0.0363
H 2.9896 2.8902 -0.0445
C 1.2996 -1.0256 -0.5728
H 1.3369 -0.6537 -1.5967
H -0.1753 -0.4350 2.8499
C -1.4868 0.5485 1.3109
```

Properties
Molecular weight   395.8 g/mol
HOMO   -8.991 eV
Orbital gap   9.45 eV

***

#b
Here is 4 unconnected molecules or ions with the total composition C8H16Cl8 from OMol25. Energies are from ωB97M-V/def2-TZVPD.

Geometry as XYZ:
```
32
Properties=species:S:1:pos:R:3
H -0.7990 6.5359 1.4469
H 3.0204 -2.6612 1.4120
H 5.3860 -4.6165 1.7885
Cl -5.1558 -3.0866 -3.5089
Cl 3.4750 -3.3645 3.5698
Cl 0.7328 -1.6853 -0.2457
C 3.5474 -3.5222 1.8233
H -1.9438 6.5549 2.9240
C -3.6677 -2.3971 -4.2785
H -4.1231 -1.6190 -4.8910
H -3.1402 -3.1249 -4.8951
H -3.3234 -1.0268 -2.6083
Cl -1.8953 -2.8964 -2.1723
H -2.3521 4.4983 1.8208
H -1.1290 1.4840 -0.3772
Cl 5.8727 -2.1992 1.8356
C 5.0048 -3.6900 1.3589
C 0.3440 -0.0482 0.3652
H -1.9504 -1.1557 -3.7672
C -1.3395 4.6704 2.1855
H -0.1820 -0.0778 1.3194
C -2.7371 -1.6947 -3.2393
H 3.0332 -4.4242 1.4918
C -1.0968 6.1075 2.4039
H 1.3110 0.4160 0.5588
Cl -0.3562 4.0746 0.7298
H 5.1156 -3.7663 0.2773
H -1.1072 4.0340 3.0394
C -0.4296 0.7223 -0.7219
H -1.0932 -0.0301 -1.1481
Cl 0.5949 1.5225 -1.9078
Cl 0.3835 6.4663 3.4106
```

Properties
Molecular weight   395.8 g/mol
SMILES   ClCCCl.ClCCCl.ClCCCl.ClCCCl
HOMO   -10.515 eV
Orbital gap   11.07 eV

***

#c
Here is 4 unconnected molecules or ions with the total composition C8H16Cl8 from OMol25. Energies are from ωB97M-V/def2-TZVPD.

Geometry as XYZ:
```
32
Properties=species:S:1:pos:R:3
H 4.5559 -3.2033 6.6744
H 0.7400 2.2798 -4.7109
C -2.0277 1.0702 2.0884
H -2.6586 -1.2865 -3.8858
H -3.7132 -2.1699 -6.7272
Cl -1.3354 -2.8667 -4.9052
Cl -5.0566 -0.6325 -5.6072
Cl 2.8030 2.0406 -3.4988
H 0.8047 3.1674 -3.2734
H 2.3922 4.8015 -4.2448
C 1.4142 2.9206 -4.1428
C 3.6787 -2.5853 6.4830
C -0.9652 0.4372 3.1288
C 1.7868 4.2027 -4.9252
H -2.5450 1.9122 2.5483
H 3.0673 -3.0361 5.7013
Cl 0.2434 5.1382 -5.2174
C 2.8558 -2.4623 7.7970
H 3.3738 -2.0001 8.6373
Cl -1.7609 -0.0018 4.6437
C -3.5101 -1.4084 -5.9742
Cl 4.2336 -0.9658 5.9053
H 2.2129 4.0318 -5.9138
H -3.6625 -2.7075 -4.2075
C -2.9124 -2.0399 -4.6315
H 1.9444 -1.8930 7.6145
H -2.8279 -0.6734 -6.4014
H -0.2049 1.1808 3.3678
H -1.5328 1.4552 1.1968
H -0.5126 -0.4819 2.7565
Cl -3.2088 -0.0914 1.5490
Cl 2.3281 -4.1325 8.1750
```

Properties
Molecular weight   395.8 g/mol
SMILES   ClCCCl.ClCCCl.ClCCCl.ClCCCl
HOMO   -10.765 eV
Orbital gap   11.02 eV

***

What is the least stable structure shown above? It is #a.